The following is a DFT calculation (ωB97M-V/def2-TZVPD) of a cluster of 4 separate species, C21H27F10NO9S in total at a distorted geometry.

Positions of all 69 atoms, in Å:
O  4.036  -3.515  1.308
S  4.289  -2.591  0.269
O  4.282  -3.170  -1.030
F  5.694  -1.958  0.452
N  3.214  -1.301  0.388
C  3.604  -0.323  -0.685
C  4.241  0.930  -0.022
O  5.657  0.890  -0.005
C  1.891  -1.928  0.140
C  0.731  -0.958  0.167
C  0.801  0.370  0.485
C  -0.328  1.150  0.438
C  -1.538  0.631  0.086
C  -1.632  -0.714  -0.198
C  -0.502  -1.478  -0.156
H  4.336  -0.713  -1.394
H  2.744  0.018  -1.259
H  3.858  1.857  -0.454
H  3.891  0.923  1.018
H  5.919  0.447  0.807
H  1.839  -2.508  -0.788
H  1.721  -2.641  0.951
H  1.743  0.818  0.777
H  -0.301  2.213  0.655
H  -2.418  1.255  0.028
H  -2.577  -1.188  -0.461
H  -0.567  -2.538  -0.389
C  -8.133  -0.939  2.563
C  -7.304  0.256  2.141
O  -6.212  -0.141  1.286
C  -6.511  -0.368  0.016
O  -7.593  -0.285  -0.484
C  -5.233  -0.723  -0.756
F  -4.489  -1.630  -0.090
F  -4.477  0.368  -0.946
F  -5.501  -1.230  -1.953
H  -7.501  -1.695  3.031
H  -8.906  -0.635  3.268
H  -8.616  -1.408  1.705
H  -6.853  0.712  3.008
H  -7.911  1.015  1.649
C  6.522  -2.921  -2.871
C  7.574  -2.824  -3.955
O  6.971  -2.645  -5.252
C  6.571  -1.415  -5.544
O  6.663  -0.456  -4.835
C  5.993  -1.380  -6.966
F  5.148  -2.397  -7.181
F  6.973  -1.468  -7.877
F  5.329  -0.249  -7.191
H  5.806  -3.709  -3.099
H  6.985  -3.133  -1.909
H  5.961  -1.992  -2.787
H  8.138  -3.753  -4.014
H  8.286  -2.023  -3.758
C  -1.744  4.320  3.419
C  -2.835  3.664  2.601
O  -3.868  3.121  3.445
C  -4.759  3.986  3.914
O  -4.783  5.161  3.703
C  -5.804  3.237  4.752
F  -5.236  2.374  5.602
F  -6.628  2.530  3.954
F  -6.552  4.067  5.470
H  -1.344  3.618  4.152
H  -0.934  4.656  2.772
H  -2.125  5.180  3.968
H  -2.430  2.819  2.046
H  -3.266  4.355  1.876

The HOMO energy is -9.73 eV. The gap between HOMO and LUMO is 10.13 eV. Its SMILES is O=S(=O)(F)N(CCO)Cc1ccccc1.CCOC(=O)C(F)(F)F.CCOC(=O)C(F)(F)F.CCOC(=O)C(F)(F)F. As for the net charge: 0.

The following is a DFT calculation (ωB97M-V/def2-TZVPD) of a structure of composition C5H10O.

Positions of all 16 atoms, in Å:
C  -0.706  1.227  -0.619
C  -0.057  -0.004  -0.003
C  -1.116  -1.087  0.194
C  0.873  0.274  1.197
O  2.003  -0.302  0.527
C  1.249  -0.461  -0.682
H  -1.180  0.976  -1.576
H  0.031  2.016  -0.799
H  -1.480  1.627  0.047
H  -1.329  -1.596  -0.753
H  -0.810  -1.847  0.919
H  -2.056  -0.647  0.546
H  0.639  -0.245  2.135
H  1.024  1.343  1.405
H  1.276  -1.491  -1.060
H  1.594  0.221  -1.473

The HOMO energy is -9.61 eV. The gap between HOMO and LUMO is 10.53 eV. As for the net charge: 0. As for the energy above the lowest of the compared OMol25 structures with the same formula, charge and spin: 115.1 kJ/mol.

no.,E_LUMO (hartree)
1,0.014
2,0.034